[1]
{
  "formula": "C5H7N",
  "method": "ωB97M-V/def2-TZVPD",
  "e_tot_ha": -249.40613,
  "e_above_lowest_ev": 1.8260,
  "lumo_energy_ev": 1.1,
  "smiles": "Cc1cc[nH]c1",
  "charge": 0,
  "species": ["N", "C", "C", "C", "C", "C", "H", "H", "H", "H", "H", "H", "H"],
  "xyz": [[1.20023, -1.19243, 0.13084], [-0.60078, -0.06391, -0.52766], [0.37851, -1.06613, 1.23502], [-0.78342, -0.49375, 0.81975], [-0.74524, 1.43873, -0.62223], [0.59176, -0.61728, -0.94686], [0.78267, -0.89555, 2.21564], [2.09512, -1.65452, 0.11590], [-1.59870, -0.17958, 1.46104], [-0.48618, 1.87353, -1.58722], [1.12014, -0.49277, -1.88209], [-1.69091, 1.83076, -0.24325], [0.02306, 1.75899, 0.10034]],
  "atomic_forces_ev_per_a": [[0.05, -0.09, -0.02], [0.30, 0.15, 0.20], [-0.02, 0.18, 0.04], [0.16, 0.15, 0.23], [-0.19, 0.28, -0.26], [0.12, 0.09, -0.02], [0.11, -1.18, 0.41], [-0.18, -0.01, 0.04], [0.26, 0.13, -0.01], [-0.23, -0.05, -0.09], [-0.03, 0.00, 0.12], [-0.10, -0.09, -0.30], [-0.24, 0.44, -0.33]],
  "mulliken_charge": [-0.019, 0.663, -0.388, -0.634, -1.189, -0.644, 0.303, 0.192, 0.374, 0.304, 0.428, 0.281, 0.331]
}

[2]
{
  "formula": "C3H3FO2",
  "method": "ωB97M-V/def2-TZVPD",
  "e_tot_ha": -366.40378,
  "e_above_lowest_ev": 1.2057,
  "lumo_energy_ev": 0.2,
  "charge": 0,
  "species": ["F", "O", "O", "C", "C", "C", "H", "H", "H"],
  "xyz": [[2.73556, -0.36143, 0.03950], [0.35880, 1.38119, -1.43223], [1.25634, -0.91692, 1.53706], [0.09212, 0.59722, -0.57354], [1.46640, -0.30868, 0.57815], [-1.21782, 0.00962, -0.13968], [-1.94396, 0.54608, -0.75493], [-1.29312, -1.04346, -0.12419], [-1.45433, 0.09638, 0.86985]],
  "atomic_forces_ev_per_a": [[-0.83, 0.58, -0.14], [-0.37, -1.62, 1.90], [-1.00, -0.69, 1.69], [2.15, -0.69, 0.65], [-0.17, 1.55, -3.41], [0.13, 1.55, -1.66], [-0.32, -0.57, 0.13], [0.37, -1.40, -1.22], [0.04, 1.29, 2.06]],
  "mulliken_charge": [-0.231, -0.406, -0.374, 0.631, 0.426, -1.068, 0.309, 0.351, 0.362]
}

[3]
{
  "formula": "C15H22N2O2",
  "method": "ωB97M-V/def2-TZVPD",
  "e_tot_ha": -844.78214,
  "e_above_lowest_ev": 0.5285,
  "lumo_energy_ev": 0.8,
  "smiles": "CCCCOC[C@H](O)Cn1c(C)nc2ccccc21",
  "charge": 0,
  "species": ["O", "O", "N", "N", "C", "C", "C", "C", "C", "C", "C", "C", "C", "C", "C", "C", "C", "C", "C", "H", "H", "H", "H", "H", "H", "H", "H", "H", "H", "H", "H", "H", "H", "H", "H", "H", "H", "H", "H", "H", "H"],
  "xyz": [[0.69481, -2.65925, -1.65699], [0.04539, 0.04493, -1.80721], [-1.30843, -1.36479, 1.15416], [-1.97165, 0.23733, 2.56056], [-0.24723, -1.85533, 5.07192], [-0.96953, -0.76723, 4.62857], [-0.12330, -2.82041, 2.85151], [-0.84213, -1.72654, 2.39779], [0.16593, -2.86492, 4.20119], [-2.65945, 0.53110, 0.21695], [-1.03179, -2.04981, -0.07363], [1.71987, 2.91599, -3.63073], [1.73684, 4.10978, -2.68290], [-1.97508, -0.17578, 1.32739], [1.63741, 1.57492, -2.90292], [0.44755, -1.90403, -0.50206], [-1.27253, -0.70318, 3.27402], [0.82434, -0.43545, -0.72975], [0.30683, 1.38675, -2.16924], [0.30983, -2.17599, -2.40013], [-3.00277, 1.49432, 0.58155], [2.54901, 4.01557, -1.96540], [0.00457, -1.93574, 6.11923], [-1.66790, -1.64716, -0.86415], [-1.29668, 0.01079, 5.29934], [-1.99028, 0.67625, -0.62836], [0.63825, 0.15703, 0.17769], [0.72428, -3.70183, 4.59405], [-0.51789, 1.65726, -2.83556], [2.46701, 1.50040, -2.19695], [0.87494, 3.00793, -4.31676], [-3.52229, -0.04371, -0.12078], [0.80070, 4.18916, -2.13663], [1.88145, 5.03076, -3.24264], [1.89364, -0.38206, -0.96882], [0.19289, -3.60926, 2.18517], [-1.24714, -3.11719, 0.04336], [1.09415, -2.31452, 0.28042], [1.73768, 0.76509, -3.62967], [2.63363, 2.92589, -4.22890], [0.26508, 2.02292, -1.27470]],
  "atomic_forces_ev_per_a": [[-0.06, -0.21, -0.35], [-0.05, -0.35, 0.07], [-0.14, 0.19, 0.20], [-0.30, 0.53, 0.02], [0.02, 0.02, 0.19], [-0.02, -0.01, -0.12], [0.04, -0.11, -0.15], [-0.07, 0.29, 0.62], [0.07, -0.12, -0.01], [0.01, -0.01, -0.06], [0.42, -0.30, -0.39], [0.11, -0.06, 0.22], [-0.03, -0.10, -0.23], [-0.04, 0.06, 0.05], [-0.27, 0.00, -0.01], [-0.19, 0.60, 0.23], [0.30, -0.58, -0.37], [0.15, -0.27, 0.21], [0.17, 0.17, -0.21], [0.05, -0.02, 0.01], [-0.01, 0.00, 0.03], [0.08, 0.03, 0.12], [0.02, 0.00, 0.08], [0.01, -0.07, 0.09], [-0.04, 0.10, 0.08], [-0.01, 0.01, -0.11], [0.01, -0.02, -0.05], [0.04, -0.07, 0.02], [0.06, 0.11, 0.07], [0.07, -0.06, -0.02], [0.02, -0.02, -0.10], [-0.05, 0.00, -0.08], [-0.08, 0.08, 0.12], [-0.01, 0.13, 0.04], [-0.08, -0.02, 0.04], [0.06, -0.10, -0.05], [-0.03, 0.12, -0.07], [-0.08, 0.12, -0.03], [0.01, -0.06, 0.05], [-0.07, 0.00, -0.08], [-0.08, -0.02, -0.06]],
  "mulliken_charge": [-0.620, -0.300, 0.293, -0.851, -0.434, -0.614, -0.734, 0.766, -0.734, -1.179, -1.240, -0.524, -1.155, 0.978, -0.511, 0.087, 0.362, -0.734, -0.626, 0.430, 0.378, 0.298, 0.377, 0.435, 0.436, 0.100, 0.350, 0.381, 0.318, 0.297, 0.316, 0.284, 0.299, 0.365, 0.482, 0.408, 0.328, 0.466, 0.288, 0.343, 0.395]
}

[4]
{
  "formula": "C6H8F2O3",
  "method": "ωB97M-V/def2-TZVPD",
  "e_tot_ha": -658.83198,
  "lumo_energy_ev": 0.7,
  "smiles": "O=C(O)CCCC(O)=C(F)F",
  "charge": 0,
  "species": ["F", "F", "O", "O", "O", "C", "C", "C", "C", "C", "C", "H", "H", "H", "H", "H", "H", "H", "H"],
  "xyz": [[-3.42645, 0.52736, -0.29294], [-2.38731, 0.01401, 1.67046], [1.47912, 2.66703, -0.16907], [-1.54668, -0.74699, -1.70380], [2.01838, 1.06132, -1.59747], [1.71626, 1.33148, -0.47647], [-1.48826, -0.77173, -0.33301], [-2.40096, -0.10343, 0.34762], [1.31025, 0.49274, 0.70502], [1.04802, -1.00202, 0.20712], [-0.36510, -1.49645, 0.36031], [-0.64997, -1.42119, 1.43972], [1.66501, -1.52825, 0.85558], [-2.23911, -0.21277, -1.98864], [1.55719, -0.96260, -0.68549], [0.33697, 0.95729, 0.89104], [2.03343, 0.47950, 1.48528], [-0.47956, -2.53230, 0.03002], [1.81879, 3.24699, -0.74527]],
  "atomic_forces_ev_per_a": [[0.65, -0.32, 1.08], [-0.73, 0.36, -0.20], [-1.81, -3.94, 4.50], [2.46, -2.06, 0.94], [0.53, -1.01, -0.07], [-0.49, 2.51, -0.25], [0.20, 0.87, -0.35], [-0.17, 0.10, -0.44], [-1.73, -1.36, -2.27], [-0.21, 2.79, 1.91], [-1.28, 0.01, 0.12], [0.43, -0.42, -0.81], [0.93, -1.63, 1.10], [-1.97, 1.50, -0.73], [0.28, -0.84, -2.67], [0.28, 0.00, 1.06], [0.23, 0.58, 0.75], [0.34, -0.13, 0.23], [2.06, 3.00, -3.91]],
  "mulliken_charge": [-0.282, -0.242, -0.450, -0.512, -0.544, 0.572, 0.100, 0.720, -0.470, -0.934, -0.766, 0.246, 0.432, 0.292, 0.591, 0.168, 0.414, 0.356, 0.311]
}

[5]
{
  "formula": "C4H7N2",
  "method": "ωB97M-V/def2-TZVPD",
  "e_tot_ha": -265.71360,
  "e_above_lowest_ev": 5.3028,
  "lumo_energy_ev": -5.3,
  "smiles": "C/C=N\\C1=[NH+]C1",
  "charge": 1,
  "species": ["N", "N", "C", "C", "C", "C", "H", "H", "H", "H", "H", "H", "H"],
  "xyz": [[-0.97221, 1.72064, 0.84545], [0.52358, 0.54625, -0.68748], [1.37608, -1.62675, -0.26251], [1.36476, -0.34526, -1.04432], [-0.41076, 0.85819, 0.05619], [-2.18927, 0.90697, 0.59022], [-2.78135, 0.92812, -0.26642], [1.72897, -2.57308, -0.77656], [-2.38581, 0.39102, 1.47306], [2.12815, -1.77202, 0.55583], [0.39352, -1.77328, 0.11417], [1.95696, 0.08518, -1.84817], [-0.73263, 2.65402, 1.25055]],
  "atomic_forces_ev_per_a": [[0.33, 0.71, -1.05], [1.47, -0.12, -0.61], [2.32, -1.70, -0.60], [-0.30, 0.38, 1.03], [-5.32, 0.96, 2.29], [5.26, 0.12, 0.17], [-0.88, 0.89, -1.13], [-0.80, 1.29, -0.46], [-0.89, -1.27, 0.86], [-0.58, 1.24, -0.23], [-0.76, -0.22, 0.48], [0.45, -1.25, -0.31], [-0.30, -1.04, -0.44]],
  "mulliken_charge": [-0.149, -0.211, -1.049, 0.235, 0.269, -0.420, 0.321, 0.323, 0.306, 0.304, 0.307, 0.459, 0.305]
}

[6]
{
  "formula": "C5H14N2O2",
  "method": "ωB97M-V/def2-TZVPD",
  "e_tot_ha": -458.88376,
  "e_above_lowest_ev": 1.4648,
  "lumo_energy_ev": 0.8,
  "smiles": "C[C@H](N)N[C@H](C)C(O)O",
  "charge": 0,
  "species": ["O", "O", "N", "N", "C", "C", "C", "C", "C", "H", "H", "H", "H", "H", "H", "H", "H", "H", "H", "H", "H", "H", "H"],
  "xyz": [[-0.51389, -1.38639, -1.82836], [-1.09679, -2.04526, 0.32179], [-1.55054, 1.20545, 1.75448], [0.52726, 0.22182, 1.02149], [-0.74266, 0.84314, 0.62014], [1.07378, -0.78839, 0.14795], [-0.04287, -1.75753, -0.56539], [-0.51639, 2.06099, -0.26760], [1.95866, -0.17844, -0.94330], [2.34580, 0.77912, -0.59395], [0.39172, -0.18294, 1.94206], [-0.97285, -0.53522, -1.75474], [0.05411, 1.80360, -1.15465], [-1.32716, 0.06885, 0.05973], [-1.67847, -2.69287, -0.09668], [-1.76686, 0.39186, 2.31925], [-1.47807, 2.46507, -0.57120], [-1.07782, 1.89360, 2.33101], [0.02662, 2.82532, 0.28365], [2.80009, -0.83403, -1.15356], [1.40419, -0.02204, -1.86921], [0.50830, -2.68454, -0.77878], [1.67385, -1.45117, 0.77589]],
  "atomic_forces_ev_per_a": [[-0.26, 0.63, 0.04], [0.10, 0.13, 0.29], [-0.07, 0.13, 0.10], [-0.17, 0.08, 0.75], [-0.31, -0.57, -0.73], [-1.32, -0.52, -1.07], [1.64, -0.54, 0.50], [-0.17, -0.20, 0.21], [0.00, -0.07, 0.06], [0.03, -0.10, 0.01], [-0.07, 0.06, -0.16], [0.10, -0.20, -0.08], [0.13, -0.01, -0.09], [0.17, 0.90, 0.45], [0.17, 0.07, -0.02], [0.00, 0.07, -0.01], [-0.09, 0.07, -0.06], [-0.01, -0.06, 0.02], [0.11, 0.08, 0.04], [0.07, -0.04, -0.18], [0.12, 0.03, 0.03], [-0.07, 0.09, -0.01], [-0.10, -0.01, -0.09]],
  "mulliken_charge": [-0.565, -0.499, -0.689, -0.432, 0.489, 0.277, -0.507, -1.372, -1.532, 0.405, 0.333, 0.382, 0.335, 0.150, 0.333, 0.280, 0.342, 0.266, 0.378, 0.394, 0.316, 0.450, 0.465]
}